The following is a DFT calculation (ωB97M-V/def2-TZVPD) of a structure of composition C66H124F12N15O29S12 at a distorted geometry.

Structure (XYZ):
```
258
Properties=species:S:1:pos:R:3:forces:R:3
C 6.363787 -6.402714 2.578403 0.229 -1.929 -1.699
C 7.477897 -5.397852 2.342761 -0.530 -0.388 0.009
C 6.982471 -4.003491 1.965165 1.057 0.568 1.390
C 8.048077 -2.968417 2.326978 -0.658 1.830 -1.724
C 8.264553 -2.891282 3.803010 0.236 0.175 -0.294
C 8.783336 -4.154601 4.403967 1.572 -1.935 -0.633
N 8.233914 -5.441931 3.695444 -0.167 2.085 0.536
O 8.447137 -6.454402 4.247315 -0.231 -0.377 -0.496
C 8.464453 -4.314060 5.897058 -0.337 -0.074 -1.437
C 10.359042 -4.357750 4.185020 -1.611 0.583 3.149
C 8.561318 -5.751369 1.360230 1.408 0.202 0.398
H 5.739790 -6.509809 1.641575 0.466 0.550 1.180
H 5.809050 -6.104165 3.450284 -0.686 0.131 0.072
H 6.735914 -7.458952 2.753118 -0.163 1.285 -0.111
H 6.070735 -3.721947 2.498187 -0.145 -0.213 -0.361
H 6.881462 -3.974732 0.893053 -0.642 -0.248 -0.203
H 7.646304 -1.966563 2.008756 0.103 -0.787 0.377
H 8.930709 -3.013705 1.664965 0.010 -0.441 0.652
H 7.309519 -2.631562 4.240148 0.092 -0.057 0.136
H 8.971324 -2.081725 4.026247 -0.150 -0.191 0.231
H 7.377625 -4.169394 5.979228 0.205 -0.793 0.432
H 8.851639 -3.418784 6.322264 0.622 0.576 0.708
H 8.946094 -5.222959 6.292180 -0.673 0.510 0.176
H 10.625803 -5.395145 4.447911 0.101 0.629 0.042
H 10.633416 -3.626869 5.000032 0.717 -0.974 -0.886
H 10.802439 -4.060541 3.281746 0.149 0.441 -1.397
H 8.921476 -6.726967 1.592951 0.411 -0.890 -0.163
H 9.401779 -5.045034 1.490491 -0.259 -0.403 -0.046
H 8.309806 -5.669527 0.319261 -0.696 -0.134 -0.306
C 2.380307 2.358613 -3.077185 -0.852 0.966 -0.950
C 2.613848 0.912744 -2.717359 0.378 0.416 0.980
C 3.584056 0.814541 -1.455427 -1.231 1.492 -1.553
C 3.745604 -0.564521 -0.995899 -0.101 -2.197 -0.036
C 2.385992 -1.101414 -0.502621 -0.114 -0.323 0.019
C 1.227273 -1.083311 -1.547506 1.325 -0.897 -0.995
N 1.247830 0.248133 -2.378224 4.682 -2.915 2.329
O 0.241228 0.663676 -2.669769 -3.547 2.551 -1.692
C -0.174459 -1.255811 -1.054600 -0.829 0.855 -0.255
C 1.445908 -2.249241 -2.537822 0.387 0.819 0.449
C 3.264829 0.204952 -3.890758 -0.317 -1.383 -0.675
H 2.125122 3.014790 -2.220640 0.353 -0.582 -0.437
H 1.570150 2.485960 -3.853575 0.759 -0.313 0.727
H 3.311924 2.695066 -3.567941 -0.420 0.088 0.446
H 3.218437 1.428652 -0.630713 -0.314 0.068 -0.091
H 4.478603 1.350127 -1.796404 0.054 -0.418 0.054
H 4.408285 -0.538755 -0.143219 0.310 -0.351 0.280
H 4.173878 -1.281865 -1.747181 -0.165 0.797 0.610
H 2.011560 -0.410481 0.199847 -0.092 0.984 1.477
H 2.520315 -2.077627 0.067009 -0.523 0.907 -1.244
H -0.538934 -0.435159 -0.420848 0.254 -0.267 0.183
H -0.166221 -2.220327 -0.554531 -0.415 0.178 0.002
H -0.852323 -1.245459 -1.939834 0.300 -0.463 0.711
H 1.090435 -3.063414 -1.971547 -0.190 -1.294 0.776
H 2.510639 -2.424975 -2.665674 -0.170 -0.027 -0.789
H 0.762126 -2.223824 -3.371337 0.401 0.311 -0.808
H 3.422578 -0.886555 -3.810399 0.062 0.644 0.489
H 4.227081 0.679166 -4.062004 0.035 0.018 -0.016
H 2.669427 0.264583 -4.798278 -0.153 0.469 -0.130
C 1.024404 6.152240 -3.907595 0.704 -0.106 -1.245
C 0.906159 7.474052 -3.189290 -0.969 1.492 -0.616
N 0.232026 7.655127 -1.817427 -0.362 -0.185 -0.828
C 1.135701 7.280634 -0.689558 1.956 -0.236 -0.110
C -0.223748 9.170659 -1.847866 0.110 -1.221 1.615
C 0.937631 10.093845 -2.100923 -0.540 0.449 -1.108
C -0.952209 6.743418 -1.850260 -0.264 -0.511 0.850
C -1.953564 6.981444 -0.686727 1.808 1.882 -2.158
O -2.739432 8.067238 -1.212745 -0.389 -1.245 0.991
C -3.668852 8.503296 -0.250456 -0.934 1.311 -0.607
H 0.231672 5.909334 -4.639081 -0.251 0.024 1.060
H 1.342346 5.306292 -3.331587 -0.113 -0.519 0.482
H 1.843595 6.303885 -4.631714 0.053 0.084 0.425
H 0.197868 8.080276 -3.838679 1.294 -0.360 0.594
H 1.873313 7.979962 -3.083540 -0.351 -0.386 -0.204
H 1.556920 6.232602 -0.788449 -0.859 1.124 -0.206
H 0.668289 7.355159 0.294672 -0.122 0.143 -0.353
H 2.039562 7.942416 -0.707840 -0.937 -0.421 0.069
H -0.704321 9.412624 -0.867632 0.498 -0.434 -0.716
H -1.034010 9.141291 -2.569160 0.199 0.353 -0.237
H 0.481410 11.047383 -2.340504 -0.117 0.385 0.063
H 1.493908 9.850145 -3.029657 -0.029 0.205 0.983
H 1.525963 10.275568 -1.211328 0.453 -0.298 -0.060
H -0.554096 5.754345 -1.795416 0.501 -0.825 0.483
H -1.338512 6.736218 -2.870408 -0.702 0.681 0.292
H -1.340069 7.332793 0.175889 -0.743 -0.391 -0.168
H -2.482870 6.077868 -0.457280 -0.605 -0.225 0.184
H -4.394843 9.182696 -0.749334 0.303 -0.748 0.279
H -3.229005 9.081417 0.524604 0.994 0.882 0.653
H -4.142271 7.733508 0.326132 -0.620 -0.967 -0.291
C 0.633937 -1.845966 2.777206 -0.158 -1.557 -1.428
C -0.336395 -2.821100 2.003045 1.412 1.882 -0.476
N -0.864094 -4.002656 2.682071 0.172 -0.265 0.145
C -1.795949 -3.603602 3.843299 1.212 0.028 -1.206
C -1.680864 -4.739510 1.626988 -1.260 -1.606 0.844
C -1.057532 -5.181264 0.292690 0.668 -0.807 1.077
C 0.351396 -4.771248 3.141861 0.354 -0.919 -0.382
C 0.096251 -6.196060 3.628326 0.971 1.468 0.260
O -0.641822 -6.220714 4.827726 -0.512 0.099 -0.290
C -0.933950 -7.567399 5.161041 0.934 0.164 0.235
H 1.688644 -2.116664 2.712737 -0.085 -0.471 0.126
H 0.354734 -1.751876 3.794942 -0.279 0.231 0.904
H 0.592606 -0.910322 2.250781 -0.334 0.677 -0.052
H 0.174843 -3.166525 1.096475 -0.015 -0.033 0.498
H -1.170791 -2.231510 1.670385 -0.623 0.205 -0.082
H -2.589482 -3.033580 3.363122 0.000 0.186 0.365
H -1.192380 -3.041490 4.578413 -0.532 -0.279 -0.426
H -2.155156 -4.522263 4.254708 -0.227 -0.377 0.433
H -2.523076 -4.119310 1.368875 -0.231 0.715 0.143
H -2.201572 -5.611857 2.167285 1.193 1.035 -0.722
H -0.853537 -4.375682 -0.401695 -0.365 0.250 -0.095
H -1.814665 -5.880925 -0.101166 0.481 0.326 -0.162
H -0.089373 -5.703462 0.416250 -0.621 -0.012 0.014
H 0.872047 -4.190307 3.894651 -0.367 0.194 0.413
H 1.096534 -4.795595 2.309361 -1.084 -0.176 0.452
H 1.102290 -6.552332 3.807106 0.452 -0.395 0.164
H -0.263525 -6.818827 2.836996 -0.767 -0.463 -0.438
H -1.712663 -7.979607 4.567894 -0.915 -0.244 -0.622
H -1.153783 -7.679904 6.202285 -0.359 0.360 0.593
H -0.048358 -8.148518 4.988146 0.569 -0.567 -0.127
C -5.895586 5.496390 -1.744149 0.703 0.460 0.356
C -5.231464 4.551212 -2.743690 -0.706 0.912 -0.945
N -6.067913 3.354373 -3.154595 0.219 -0.483 1.976
C -6.500650 2.683108 -1.855402 -0.493 -0.699 -0.365
C -7.308602 3.723991 -3.887377 0.497 3.813 0.163
C -8.201891 2.677001 -4.380749 -0.154 -1.815 -0.711
C -5.120717 2.366775 -3.846952 0.265 1.388 -0.745
C -4.497792 2.775064 -5.283123 -1.616 2.007 3.622
O -5.572649 3.107381 -6.123511 0.834 -0.408 -0.383
C -5.108850 3.134471 -7.477821 0.009 1.701 0.223
H -5.246092 6.371218 -1.485547 -0.019 -1.008 -0.300
H -6.050299 4.915996 -0.814668 -0.119 0.741 -0.463
H -6.785358 5.999096 -2.090923 -0.550 -0.301 -0.135
H -4.335959 4.221806 -2.288617 0.582 -0.974 0.548
H -4.863569 4.949954 -3.685332 -0.523 0.718 -0.139
H -7.076534 1.775751 -2.077587 0.465 0.042 -0.234
H -7.213296 3.300998 -1.279007 0.833 0.025 -0.372
H -5.578521 2.418305 -1.339240 -0.353 0.121 0.360
H -6.930612 4.360582 -4.677558 -0.042 -0.037 -0.427
H -7.891508 4.458271 -3.243734 0.931 -1.022 -0.359
H -8.597399 2.908923 -5.383258 0.914 -0.377 0.024
H -9.109723 2.732753 -3.831176 -0.667 -0.692 0.977
H -7.697155 1.671779 -4.291221 -1.069 0.840 -0.480
H -5.686968 1.487786 -3.879376 -0.712 -1.428 -0.716
H -4.403413 2.162861 -3.059895 0.678 0.104 -0.326
H -3.944794 1.942269 -5.575855 0.887 -1.542 -0.736
H -3.791561 3.653873 -5.133926 -0.668 -0.830 -0.339
H -4.128497 3.687196 -7.516801 -0.931 -0.213 -0.154
H -5.901366 3.675534 -8.036845 0.745 -0.477 0.085
H -4.920767 2.152095 -7.864253 -0.157 -0.684 -0.202
C -2.868938 -5.388903 -4.393561 1.120 -1.032 0.365
N -4.298425 -5.431226 -4.230092 -1.737 0.179 0.619
C -5.062541 -5.557220 -5.300695 -1.364 0.782 0.976
C -6.453675 -5.545594 -5.245392 -0.794 -1.236 -1.475
C -7.099304 -5.580535 -4.033980 0.897 0.414 1.448
C -6.232679 -5.561744 -2.893037 -2.527 -0.029 0.522
C -4.893884 -5.427405 -2.995294 1.712 0.293 -0.751
C -8.590167 -5.530772 -3.843305 -0.227 0.169 -2.490
C -9.192470 -5.404584 -2.631211 1.108 0.585 1.899
C -10.561363 -5.413904 -2.533608 1.176 -0.178 -0.655
N -11.307160 -5.444082 -3.603139 -1.027 0.099 -1.969
C -10.801337 -5.420905 -4.864960 0.236 -0.980 0.879
C -9.470524 -5.517061 -4.995324 2.451 -0.588 0.468
C -12.739083 -5.219480 -3.492221 -0.633 0.610 0.633
H -2.384087 -4.701534 -3.712702 -0.224 -0.120 0.310
H -2.581491 -5.070067 -5.372533 -0.150 0.191 -0.554
H -2.539142 -6.422699 -4.263774 0.330 0.146 0.195
H -4.568851 -5.521597 -6.204321 0.957 -0.146 -1.860
H -7.027509 -5.717731 -6.198627 0.928 0.623 1.024
H -6.732459 -5.619205 -1.907850 0.915 0.205 -0.504
H -4.176121 -5.252735 -2.195046 -0.548 -0.209 0.184
H -8.621295 -5.168449 -1.706340 -0.497 -0.533 -0.684
H -11.050493 -5.414173 -1.618432 -0.818 0.242 1.557
H -11.463725 -5.523402 -5.704005 -0.328 0.329 0.014
H -9.058443 -5.676805 -5.983269 -0.072 0.290 0.031
H -12.750428 -4.402047 -2.753740 -1.057 -0.087 -0.665
H -13.319605 -6.060079 -3.134786 0.338 -0.403 0.337
H -13.139885 -5.001849 -4.485489 0.099 0.504 0.437
C 7.537837 7.525995 4.861915 0.402 1.289 0.029
N 6.535583 6.458093 4.970714 0.143 0.376 -0.184
C 6.442998 5.504228 4.020040 1.004 1.628 0.502
C 5.524521 4.529904 4.161004 -0.353 -1.507 -0.348
C 4.634917 4.498466 5.217091 -0.389 0.681 1.035
C 4.732572 5.521175 6.211957 0.236 -1.204 -2.115
C 5.723535 6.454591 6.032734 -0.926 -0.870 -0.312
C 3.603867 3.424233 5.316605 0.481 -1.528 0.078
C 2.994841 2.856854 4.182154 0.565 1.409 1.263
C 2.042849 1.889016 4.322540 -1.150 0.338 0.514
N 1.731745 1.408493 5.513530 1.871 0.523 0.734
C 2.484916 1.755524 6.600794 -0.767 -0.656 0.003
C 3.408840 2.734955 6.564591 0.496 1.474 -0.635
C 0.777209 0.355993 5.655295 -0.646 -1.834 -1.254
H 8.493319 7.099477 4.979919 1.211 -0.797 0.266
H 7.482949 8.307230 5.644556 -0.603 -0.711 -0.310
H 7.609383 8.052823 3.904102 -0.872 -0.441 -0.041
H 7.110133 5.622024 3.172541 -0.132 -0.254 0.155
H 5.532019 3.780982 3.387314 -0.227 -0.181 0.138
H 3.981757 5.607682 6.965326 -0.030 0.075 0.606
H 5.828260 7.227319 6.721165 0.357 1.294 0.928
H 3.163965 3.171760 3.184420 0.273 0.599 -0.589
H 1.410219 1.573343 3.522055 -0.023 -0.092 -0.447
H 2.309755 1.200969 7.505595 -0.148 -0.191 0.070
H 3.973432 2.949405 7.492937 -0.358 -0.004 -0.875
H -0.042879 0.761646 6.228394 -0.397 -0.392 0.238
H 1.272275 -0.532868 6.129541 -0.588 0.876 -0.262
H 0.430347 0.034577 4.611008 0.393 0.662 1.698
N -3.050264 -2.618267 -4.806415 -0.791 -0.232 -0.367
S -1.692020 -2.234745 -5.484582 0.384 0.776 1.478
O -0.940004 -3.408572 -5.782246 -0.578 -0.266 -0.538
O -0.971111 -1.226250 -4.765582 -0.129 0.471 -0.286
F -2.141009 -1.581708 -6.841160 0.178 -0.162 0.046
S -4.211521 -1.726319 -4.206582 1.732 -0.074 1.736
O -5.414332 -2.493555 -4.211966 -0.047 0.346 -0.319
O -4.148423 -0.332215 -4.544295 -0.407 -0.808 0.016
F -3.788111 -1.767481 -2.599732 -0.322 0.193 -1.795
N 3.615173 -6.319274 0.183511 0.106 -3.567 1.159
S 2.922034 -7.678050 0.929143 1.574 2.322 -0.317
O 3.346525 -8.872462 0.303123 -0.330 0.355 -0.502
O 1.581362 -7.423980 1.332605 -0.604 -0.152 -0.258
F 3.680247 -7.746654 2.332736 0.037 0.277 -0.274
S 3.350496 -4.893085 0.694537 0.176 -2.408 1.229
O 2.016517 -4.505869 0.436217 -1.605 1.612 -0.057
O 4.431116 -4.049681 0.385578 0.607 1.210 -0.252
F 3.382526 -5.065209 2.342012 -0.001 0.563 -0.978
N -6.304226 -2.166916 -1.050404 -0.063 -1.603 -0.302
S -7.664237 -1.577699 -1.523277 -1.834 1.018 -0.862
O -8.871445 -2.352913 -1.858954 2.403 0.060 0.894
O -7.331151 -0.556251 -2.477201 -0.180 -0.205 0.286
F -8.127111 -0.772639 -0.220456 0.097 -0.350 -0.279
S -5.902999 -3.307798 -0.045066 -0.357 0.341 0.658
O -4.458561 -3.475625 -0.121030 -1.828 -0.554 -0.017
O -6.803536 -4.460308 0.118068 1.580 1.546 -0.815
F -6.120847 -2.496939 1.295906 0.169 -0.451 0.268
N 3.661389 6.015770 0.608768 -0.048 -0.112 -0.162
S 4.533919 4.775576 0.219444 2.174 -0.075 2.303
O 5.948271 5.004126 0.063416 -1.410 0.074 -0.008
O 3.868922 3.874982 -0.627260 -0.896 -0.184 -1.436
F 4.456771 3.954758 1.638979 0.144 0.097 -0.362
S 3.884682 6.923990 1.866127 1.911 -0.517 0.657
O 3.245715 8.147079 1.635830 -1.443 1.288 -0.084
O 5.205908 7.005233 2.445799 -0.474 -0.395 -0.763
F 3.100526 6.176281 3.044500 -0.235 0.075 -0.607
N -1.485996 4.019502 0.600429 -2.912 -0.229 -0.386
S -2.734970 3.167326 0.103569 0.147 -3.205 1.636
O -2.340056 2.036859 -0.685733 -0.453 0.785 -0.281
O -3.868784 3.936208 -0.223779 -0.224 1.405 -0.556
F -3.296210 2.439077 1.467248 0.952 0.767 -0.839
S -0.200986 3.215008 0.827396 3.855 -3.088 -0.575
O -0.008227 1.772801 0.987063 -1.700 1.410 0.338
O 0.561988 3.982059 1.741391 0.975 0.829 -0.056
F 0.430233 3.245786 -0.718560 -0.197 1.053 1.049
N 4.263608 0.057063 4.709179 0.952 -0.028 0.892
S 4.187462 -0.242320 3.156356 1.046 0.222 1.402
O 3.189562 0.615207 2.574682 0.754 -0.941 -0.443
O 4.218977 -1.634990 2.876945 -0.219 -0.183 -0.721
F 5.606010 0.308739 2.673988 -0.526 -0.040 -0.421
S 5.564104 -0.237738 5.642547 -3.103 3.460 1.549
O 6.406167 -1.277643 5.305653 1.620 -2.723 -1.048
O 5.165452 -0.113637 7.034932 0.361 0.393 -2.016
F 6.490167 1.048882 5.273634 -0.842 -0.411 0.537
```
Positions in Å, forces in eV/Å.

Output
* Kohn-Sham gap: 0.248 Eh
* charge: +3
* E_tot: -11567.99620 Eh
* LUMO level: -6.90 eV